ORCA calculation (the ωB97M-V functional and the def2-TZVPD basis) on a molecular structure, C20H22Cl3N6PdSSbSi.

Results
**Multiplicity**: 5
**Max |F|**: 0.77 eV Å⁻¹
**E_LUMO (spin up / spin down)**: -5.7 / -9.6 eV
**⟨S²⟩**: 6.0357
**Charge**: +2
**Relative energy (zero: lowest compared OMol25 entry of this formula, charge and spin)**: 295.4 kJ/mol
**E**: -3539.7067 Ha
**Highest occupied orbital energy (spin up / spin down)**: -13.078 / -14.528 eV

Geometry as XYZ:
```
55
Properties=species:S:1:pos:R:3:lowdin_charge:R:1
Pd -0.359 -0.756 -0.160 0.491
C -3.476 -0.213 -1.833 -0.040
C -2.482 0.849 -2.189 -0.306
C -2.715 1.759 -3.210 0.010
C -1.783 2.743 -3.492 -0.008
C -0.622 2.825 -2.730 -0.062
C -0.489 1.882 -1.740 -0.366
N -1.345 0.909 -1.464 0.010
Sb 1.344 1.856 -0.346 1.578
C 2.161 0.411 1.240 -0.367
C 3.319 0.696 1.921 -0.069
C 3.808 -0.300 2.759 -0.013
C 3.126 -1.497 2.852 0.004
C 1.952 -1.688 2.134 -0.291
C 1.188 -2.972 2.245 -0.030
N 1.466 -0.722 1.336 0.015
C -0.140 2.245 1.195 -0.440
C 0.058 3.518 1.716 -0.114
C -0.830 3.990 2.672 -0.024
C -1.871 3.167 3.062 -0.001
C -1.982 1.902 2.500 -0.315
C -3.088 0.975 2.919 -0.039
N -1.128 1.437 1.579 0.062
H -4.303 -0.232 -2.539 0.097
H -3.884 -0.020 -0.837 0.073
H -3.010 -1.201 -1.845 0.019
H -3.626 1.687 -3.787 0.130
H -1.956 3.448 -4.295 0.130
H 0.122 3.588 -2.905 0.113
H 3.836 1.637 1.798 0.112
H 4.724 -0.144 3.313 0.129
H 3.504 -2.297 3.474 0.130
H 1.863 -3.811 2.402 0.100
H 0.614 -3.160 1.337 0.019
H 0.509 -2.929 3.101 0.078
H 0.877 4.147 1.382 0.095
H -0.715 4.978 3.097 0.126
H -2.592 3.497 3.798 0.125
H -3.813 1.475 3.559 0.094
H -2.669 0.149 3.500 0.048
H -3.618 0.572 2.054 0.058
N 2.010 -0.663 -2.174 0.122
C 1.347 -0.159 -1.364 -0.588
Cl 1.304 -3.954 -1.591 0.322
Si -0.382 -2.839 -1.602 -0.697
Cl -1.936 -4.171 -1.144 0.300
Cl -0.810 -2.173 -3.485 0.319
N -2.306 -2.652 3.636 0.173
C -2.232 -3.023 2.373 -0.748
N -2.123 -4.282 2.028 0.165
S -2.327 -1.779 1.122 0.867
H -2.326 -3.333 4.383 0.151
H -2.491 -1.694 3.884 0.093
H -2.152 -5.022 2.716 0.154
H -2.023 -4.542 1.048 0.006
```

---

ORCA calculation (the ωB97M-V functional and the def2-TZVPD basis) on 6 unconnected molecules or ions with the total composition C36H84N2O4S.

Results
**Multiplicity**: 1
**Max |F|**: 0.44 eV Å⁻¹
**E_LUMO**: 0.5 eV
**Charge**: 0
**E**: -2230.6608 Ha
**Highest occupied orbital energy**: -9.160 eV

Geometry as XYZ:
```
127
Properties=species:S:1:pos:R:3:lowdin_charge:R:1
C -7.983 -2.811 4.166 -0.116
N -7.791 -1.811 3.121 -0.124
C -8.128 -0.483 3.556 -0.309
O -7.817 0.473 2.547 -0.301
S -6.397 0.228 1.783 0.929
O -6.668 -0.513 0.576 -0.372
O -6.344 1.813 1.394 -0.304
C -5.039 2.301 1.129 -0.174
C -5.002 3.061 -0.195 -0.418
O -5.970 3.177 -0.878 0.163
N -3.762 3.695 -0.519 -0.156
C -2.562 2.895 -0.264 -0.077
C -3.697 5.054 0.019 -0.069
H -8.206 -3.774 3.710 0.082
H -7.076 -2.925 4.763 0.079
H -8.806 -2.561 4.848 0.078
H -8.303 -2.048 2.280 0.113
H -7.564 -0.270 4.471 0.126
H -9.193 -0.325 3.768 0.132
H -4.308 1.488 1.125 0.102
H -4.750 2.998 1.924 0.132
H -1.691 3.532 -0.423 0.080
H -2.505 2.074 -0.981 0.078
H -2.481 2.485 0.750 0.072
H -4.389 5.706 -0.515 0.094
H -2.692 5.435 -0.158 0.068
H -3.915 5.123 1.093 0.075
C 2.493 2.910 1.566 -0.108
C 1.803 4.269 1.588 -0.268
C 1.610 4.848 2.988 -0.224
C 0.780 3.970 3.928 -0.224
C -0.586 3.567 3.377 -0.268
C -1.502 4.741 3.056 -0.103
H 1.909 2.159 2.101 0.058
H 2.612 2.559 0.540 0.067
H 3.483 2.956 2.024 0.077
H 0.830 4.177 1.093 0.088
H 2.376 4.981 0.990 0.105
H 1.145 5.833 2.894 0.102
H 2.587 5.020 3.449 0.110
H 0.650 4.501 4.876 0.110
H 1.337 3.060 4.168 0.103
H -1.077 2.910 4.101 0.107
H -0.449 2.967 2.472 0.083
H -1.700 5.351 3.940 0.080
H -2.457 4.375 2.677 0.042
H -1.072 5.387 2.288 0.067
C 2.344 -3.505 0.681 -0.097
C 1.410 -3.251 -0.497 -0.262
C 1.719 -1.959 -1.252 -0.220
C 1.595 -0.685 -0.416 -0.227
C 0.227 -0.468 0.229 -0.259
C -0.909 -0.327 -0.779 -0.109
H 2.259 -2.729 1.443 0.070
H 2.112 -4.459 1.157 0.054
H 3.383 -3.538 0.348 0.056
H 0.373 -3.248 -0.150 0.099
H 1.486 -4.086 -1.200 0.094
H 1.064 -1.891 -2.125 0.105
H 2.740 -2.017 -1.647 0.099
H 1.823 0.175 -1.055 0.108
H 2.358 -0.685 0.367 0.102
H 0.275 0.438 0.841 0.088
H 0.005 -1.286 0.920 0.101
H -0.721 0.504 -1.463 0.073
H -1.860 -0.139 -0.277 0.060
H -1.032 -1.230 -1.378 0.070
C 0.159 10.699 -3.016 -0.112
C -0.659 9.793 -2.102 -0.271
C 0.094 8.543 -1.650 -0.231
C 0.528 7.610 -2.782 -0.228
C -0.610 7.111 -3.673 -0.266
C -1.659 6.303 -2.917 -0.113
H 0.435 10.195 -3.943 0.065
H -0.402 11.595 -3.286 0.069
H 1.080 11.018 -2.523 0.075
H -1.586 9.508 -2.607 0.098
H -0.961 10.356 -1.215 0.104
H -0.529 7.991 -0.940 0.096
H 0.985 8.848 -1.092 0.109
H 1.036 6.745 -2.342 0.106
H 1.274 8.111 -3.405 0.101
H -0.182 6.492 -4.466 0.105
H -1.091 7.954 -4.176 0.099
H -1.203 5.440 -2.425 0.068
H -2.435 5.931 -3.587 0.076
H -2.152 6.906 -2.152 0.057
C 8.066 -3.918 -4.711 -0.112
C 7.103 -5.058 -4.395 -0.271
C 5.632 -4.651 -4.462 -0.228
C 5.225 -3.555 -3.474 -0.228
C 5.501 -3.881 -2.007 -0.265
C 4.748 -5.109 -1.506 -0.116
H 7.975 -3.102 -3.993 0.064
H 9.101 -4.260 -4.688 0.068
H 7.871 -3.510 -5.706 0.075
H 7.333 -5.466 -3.407 0.097
H 7.269 -5.874 -5.104 0.104
H 5.011 -5.536 -4.302 0.101
H 5.406 -4.305 -5.475 0.109
H 4.154 -3.359 -3.596 0.104
H 5.732 -2.622 -3.732 0.102
H 5.214 -3.015 -1.403 0.095
H 6.574 -4.018 -1.846 0.100
H 3.671 -4.976 -1.635 0.059
H 4.938 -5.279 -0.445 0.072
H 5.042 -6.015 -2.039 0.070
C 2.177 -7.602 0.241 -0.112
C 1.199 -8.724 0.572 -0.266
C -0.263 -8.284 0.503 -0.226
C -0.638 -7.156 1.467 -0.227
C -0.359 -7.452 2.940 -0.271
C -1.135 -8.649 3.478 -0.112
H 2.093 -6.781 0.954 0.049
H 3.209 -7.953 0.264 0.072
H 1.983 -7.200 -0.756 0.075
H 1.425 -9.123 1.565 0.099
H 1.347 -9.552 -0.126 0.104
H -0.905 -9.151 0.682 0.100
H -0.484 -7.953 -0.516 0.109
H -1.703 -6.935 1.345 0.110
H -0.108 -6.242 1.183 0.091
H -0.616 -6.566 3.526 0.104
H 0.712 -7.613 3.093 0.097
H -2.211 -8.500 3.360 0.075
H -0.934 -8.804 4.539 0.068
H -0.868 -9.570 2.958 0.065
```